A molecular structure, C5H31N2O10 in a non-equilibrium geometry, computed with wB97M-V/def2-TZVPD.

Its net charge is -1. The energy comes out at -1071.01445 Ha. The energy above the lowest of the compared OMol25 structures with the same formula, charge and spin is 194.2 kJ/mol.

Element x y z (Å)
C 2.26764 -0.55320 1.92026
N 1.88704 -1.98342 1.79949
C 2.53084 -2.63734 0.64231
C 1.14937 0.45068 1.56956
C 1.86930 1.70746 1.12891
N 0.26761 -0.08838 0.51913
C -0.99091 0.62564 0.42353
O -1.64126 0.62577 -0.78592
H 3.08821 -0.28192 1.24360
H 2.58519 -0.41125 2.95209
H 0.90216 -2.15764 1.83110
H 3.06370 -3.51069 1.07478
H 3.20565 -1.97094 0.12618
H 1.84054 -3.08801 -0.06380
H 0.46706 0.62040 2.42910
H 2.70320 1.56580 0.41639
H 2.26202 2.20111 2.03727
H 1.31411 2.48969 0.61155
H 0.71082 -0.09357 -0.40265
H -1.00952 1.69335 0.79891
H -1.80419 0.32328 1.10866
H -2.05343 -2.52333 -1.75423
H -1.77529 -3.54558 -2.90123
O -1.33744 -2.91705 -2.33145
H -2.21908 -0.23422 -1.31766
H -3.35602 -0.98993 -2.40339
O -3.02860 -1.17919 -1.53137
H -0.73965 3.56811 1.05452
H -1.04571 3.83330 -0.53464
O -0.75140 4.17564 0.30762
H -0.35805 1.60415 -1.93746
H 0.21104 2.93754 -1.41628
O 0.47820 2.11315 -1.79973
H -1.18164 -1.38546 2.73347
H -2.13094 -2.38525 3.02809
O -1.50628 -1.81150 3.53711
H 2.21402 1.21944 -2.43635
H 2.94945 2.22704 -3.22653
O 3.11949 1.40571 -2.74776
H -3.03993 3.64872 -0.14317
H -3.09377 2.04685 -0.42833
O -3.52391 2.91053 -0.49540
H -1.94682 -2.88625 0.13364
H -0.95567 -2.22853 1.01125
O -1.66459 -2.87612 1.04874
H 0.17216 -1.50586 -2.24585
H -0.35722 -0.14287 -1.99668
O 0.25252 -0.60589 -2.58740

These are the natural (NBO) partial charges, in e, on atoms 1 to 2:
1 C -0.216
2 N -0.642

A molecular structure, C10H10BClF4Re in a non-equilibrium geometry, computed with wB97M-V/def2-TZVPD.

The energy comes out at -1349.92441 Ha. The energy above the lowest of the compared OMol25 structures with the same formula, charge and spin is 0.0 kJ/mol. Its multiplicity is 4.

Element x y z (Å)
C 0.88317 -1.99907 1.62459
C 0.96175 -1.71181 0.21911
C -0.35117 -1.51075 -0.31346
H 1.88800 -1.59769 -0.31315
C -1.27662 -1.72433 0.78379
C -0.52258 -2.07544 1.95883
H -0.91924 -2.43241 2.89629
H 1.70569 -2.14452 2.30024
H -0.61967 -1.34335 -1.35934
H -2.35328 -1.63531 0.72757
Re 0.00942 -0.16247 1.25107
Cl 0.53273 1.85926 0.22429
C 0.12428 2.54874 -2.62291
C -1.10467 1.91576 -2.97737
C -0.79616 0.68624 -3.63438
H -2.10085 2.31524 -2.79159
C 0.62937 0.56048 -3.68840
C 1.19575 1.71130 -3.06459
H 2.25773 1.92478 -2.95015
H 0.22611 3.50811 -2.11951
H -1.51716 -0.01483 -4.05426
H 1.18441 -0.25546 -4.15101
F 0.19491 0.97612 2.91007
B -0.02762 0.20928 4.66380
F -1.27038 -0.28366 4.37803
F 0.99834 -0.67562 4.73260
F 0.06772 1.35138 5.36986

These are the natural (NBO) partial charges, in e, on atoms 1 to 2:
1 C -0.289
2 C -0.256

A molecular structure, C29H41N12OPRbS, computed with wB97M-V/def2-TZVPD.

Its net charge is +1. The energy comes out at -2625.52250 Ha. The energy above the lowest of the compared OMol25 structures with the same formula, charge and spin is 43.9 kJ/mol.

Element x y z (Å)
Rb -0.41762 -0.28920 -0.60022
C 5.51788 -0.24960 1.43638
N 4.34198 0.21360 0.74988
C 4.23328 1.34520 0.00378
C 2.95008 1.36950 -0.47012
N 2.27618 0.28250 -0.02982
C 3.12508 -0.40170 0.70688
P 2.84088 -1.94830 1.63058
C 2.23128 -3.02020 0.29578
N 1.12628 -2.93980 -0.41262
C 1.10478 -4.04370 -1.19282
C 2.21278 -4.81060 -0.95632
N 2.92948 -4.15190 -0.00952
C 4.20478 -4.53530 0.53198
C 1.26708 -1.57120 2.45718
N 0.06818 -1.38470 1.94568
C -0.76832 -1.21970 2.99588
C -0.07042 -1.31570 4.16848
N 1.22188 -1.54270 3.82128
C 2.32648 -1.71800 4.72288
H 6.33678 0.44520 1.25688
H 5.33618 -0.31620 2.51138
H 5.81188 -1.23830 1.07638
H 5.04628 2.02980 -0.12772
H 2.47978 2.09980 -1.09782
H 0.30328 -4.22720 -1.88052
H 2.51938 -5.75080 -1.36842
H 4.53178 -5.46560 0.07078
H 4.95028 -3.76220 0.32908
H 4.13828 -4.67460 1.61338
H -1.81902 -1.04870 2.86518
H -0.38832 -1.24270 5.18768
H 1.96538 -1.63740 5.74668
H 2.78288 -2.70130 4.58388
H 3.08608 -0.95090 4.55298
C -2.56972 -3.38670 -2.26262
C -1.86132 -2.70170 -3.46082
N -1.48992 -1.32520 -3.16402
C -2.44262 -0.31540 -3.58622
C -3.77082 -0.35140 -2.84122
S -3.68522 -0.07160 -1.03592
C -4.33912 -1.63220 -0.35772
C -3.23352 -2.62950 -0.00552
N -2.22852 -2.69100 -1.03962
H -3.65332 -3.36610 -2.39232
H -2.27902 -4.45140 -2.24472
H -0.94512 -3.25820 -3.66892
H -2.51012 -2.76300 -4.34762
H -0.61952 -1.11940 -3.64022
H -1.98462 0.66720 -3.44202
H -2.68372 -0.41740 -4.66142
H -4.40562 0.44720 -3.22882
H -4.27712 -1.30010 -2.99112
H -4.89572 -1.35550 0.53878
H -5.04672 -2.02860 -1.08552
H -2.73452 -2.28280 0.90278
H -3.70462 -3.60590 0.21078
H -1.36172 -3.04800 -0.66052
N -2.42122 3.40360 -1.73552
C -1.35192 3.52540 -2.55512
C -1.16192 4.69740 -3.31022
C -0.05042 4.79510 -4.11222
C 0.85308 3.73320 -4.14592
C 0.57918 2.62030 -3.37662
N -0.49402 2.50110 -2.60032
H -3.11182 4.12910 -1.69222
H -2.56982 2.53290 -1.25722
H -1.89372 5.48970 -3.25492
H 0.11518 5.67540 -4.71602
H 1.73888 3.77550 -4.75762
H 1.25118 1.76680 -3.37252
N -1.97532 4.18310 5.15858
C -1.81462 3.10770 4.35788
O -2.16582 1.99170 4.68348
C -1.15692 3.35920 3.03788
C -0.48382 4.51920 2.66638
C 0.10688 4.56540 1.41378
C 0.01418 3.45540 0.58718
N -0.64192 2.35390 0.92008
C -1.21062 2.31770 2.10918
H -2.44392 4.05510 6.04048
H -1.75472 5.11690 4.86538
H -0.39822 5.37160 3.32588
H 0.63518 5.44600 1.08368
H 0.47848 3.45260 -0.38822
H -1.75172 1.41850 2.37448

These are the Mulliken partial charges, in e, on atoms 1 to 2:
1 Rb 0.703
2 C -0.686

Copy entry 1 word for word.
A molecular structure, C5H31N2O10 in a non-equilibrium geometry, computed with wB97M-V/def2-TZVPD.

Its net charge is -1. The energy comes out at -1071.01445 Ha. The energy above the lowest of the compared OMol25 structures with the same formula, charge and spin is 194.2 kJ/mol.

Element x y z (Å)
C 2.26764 -0.55320 1.92026
N 1.88704 -1.98342 1.79949
C 2.53084 -2.63734 0.64231
C 1.14937 0.45068 1.56956
C 1.86930 1.70746 1.12891
N 0.26761 -0.08838 0.51913
C -0.99091 0.62564 0.42353
O -1.64126 0.62577 -0.78592
H 3.08821 -0.28192 1.24360
H 2.58519 -0.41125 2.95209
H 0.90216 -2.15764 1.83110
H 3.06370 -3.51069 1.07478
H 3.20565 -1.97094 0.12618
H 1.84054 -3.08801 -0.06380
H 0.46706 0.62040 2.42910
H 2.70320 1.56580 0.41639
H 2.26202 2.20111 2.03727
H 1.31411 2.48969 0.61155
H 0.71082 -0.09357 -0.40265
H -1.00952 1.69335 0.79891
H -1.80419 0.32328 1.10866
H -2.05343 -2.52333 -1.75423
H -1.77529 -3.54558 -2.90123
O -1.33744 -2.91705 -2.33145
H -2.21908 -0.23422 -1.31766
H -3.35602 -0.98993 -2.40339
O -3.02860 -1.17919 -1.53137
H -0.73965 3.56811 1.05452
H -1.04571 3.83330 -0.53464
O -0.75140 4.17564 0.30762
H -0.35805 1.60415 -1.93746
H 0.21104 2.93754 -1.41628
O 0.47820 2.11315 -1.79973
H -1.18164 -1.38546 2.73347
H -2.13094 -2.38525 3.02809
O -1.50628 -1.81150 3.53711
H 2.21402 1.21944 -2.43635
H 2.94945 2.22704 -3.22653
O 3.11949 1.40571 -2.74776
H -3.03993 3.64872 -0.14317
H -3.09377 2.04685 -0.42833
O -3.52391 2.91053 -0.49540
H -1.94682 -2.88625 0.13364
H -0.95567 -2.22853 1.01125
O -1.66459 -2.87612 1.04874
H 0.17216 -1.50586 -2.24585
H -0.35722 -0.14287 -1.99668
O 0.25252 -0.60589 -2.58740

These are the natural (NBO) partial charges, in e, on atoms 1 to 2:
1 C -0.216
2 N -0.642

Q: The lowest energy belongs to which entry?
A: C29H41N12OPRbS

Q: What is the formula in the third record?
A: C29H41N12OPRbS

Q: Which of these has the highest energy?
A: C5H31N2O10